No. 1
The following is a quantum chemistry calculation of a molecular structure, C9H14N2NiPS at a distorted geometry, from the OMol25 dataset.

```
28
Properties=species:S:1:pos:R:3:forces:R:3
C -2.029 2.522 -0.984 0.70 0.58 1.15
C -1.127 3.351 -1.709 -0.07 0.07 0.92
C -0.329 4.101 -0.768 -0.72 -0.75 0.16
C -0.711 3.709 0.547 -0.37 -0.83 -0.81
C -1.729 2.671 0.456 -0.13 0.91 -1.44
Ni -1.466 0.328 0.208 -1.08 0.93 -0.03
P -1.844 -0.811 -1.614 -0.48 -0.26 0.31
H -2.903 1.993 -1.384 0.51 0.18 0.10
H -1.048 3.404 -2.797 -0.09 0.06 0.36
H 0.426 4.863 -1.040 -0.48 -0.61 0.27
H -2.397 2.327 1.265 0.39 0.36 -0.38
H -0.321 4.118 1.478 -0.01 -0.14 -0.23
H -0.882 -1.622 -2.302 -0.23 -0.16 -0.06
H -2.513 -0.227 -2.739 0.08 -0.31 0.15
H -2.812 -1.786 -1.225 0.36 0.03 -0.87
C 3.320 -1.363 0.879 -0.19 -0.15 0.13
N 2.058 -2.095 0.991 0.31 0.12 0.13
C 1.880 -3.479 1.040 -0.69 0.24 0.04
C 0.534 -3.701 1.073 0.68 0.88 -0.01
N -0.090 -2.452 1.055 2.04 -0.76 -0.05
C 0.861 -1.466 0.994 -1.11 0.13 -0.55
S 0.579 0.210 0.804 1.72 -0.71 0.57
H 3.349 -0.757 -0.036 -0.17 -0.22 0.21
H 3.439 -0.689 1.735 -0.04 -0.15 -0.18
H 4.129 -2.093 0.870 -0.02 0.06 0.00
H 2.731 -4.145 1.060 -0.23 0.03 -0.02
H -0.021 -4.616 1.120 -0.07 -0.11 0.01
H -1.086 -2.295 1.023 -0.62 0.57 0.11
```
Positions in Å, forces in eV/Å.

Values from the calculation:
net charge	-1
molecular weight	271.959	u
energy relative to the best compared isomer or geometry (same formula, charge and spin)	0.0	kcal/mol
expectation value of S²	2.007
multiplicity	3
DFT total energy	-73704.3827	eV

=====

No. 2
The following is a quantum chemistry calculation of 2 unconnected molecules or ions with the total composition C3H10O2S, from the OMol25 dataset.

```
16
Properties=species:S:1:pos:R:3:forces:R:3
C 1.223 -0.954 0.467 0.15 -0.06 0.08
C 0.474 0.345 0.226 -0.10 0.01 0.49
C -0.676 0.600 1.167 0.31 -0.44 -0.10
O -1.835 1.126 0.357 -0.46 0.23 0.78
S -2.520 0.109 -0.601 0.35 0.05 -0.34
H 0.547 -1.794 0.690 0.05 0.10 -0.12
H 1.754 -1.110 -0.480 0.07 -0.10 0.16
H 1.930 -0.872 1.298 -0.05 -0.04 -0.09
H 0.077 0.264 -0.797 0.52 0.13 -0.12
H 1.186 1.168 0.201 -0.19 0.04 -0.13
H -0.559 1.335 1.962 0.02 0.14 -0.26
H -1.021 -0.341 1.623 -0.17 0.20 -0.08
H -2.184 -1.071 -0.023 -0.13 -0.12 0.00
H -1.571 -0.074 -1.566 0.09 -0.12 -0.19
O 1.787 0.195 -2.237 -0.69 -0.09 0.14
H 1.389 1.073 -2.286 0.22 0.07 -0.21
```
Positions in Å, forces in eV/Å.

Values from the calculation:
net charge	0
molecular weight	110.178	u
energy relative to the best compared isomer or geometry (same formula, charge and spin)	137.4	kcal/mol
DFT total energy	-18197.1052	eV

=====

No. 3
The following is a quantum chemistry calculation of a single C2H6OS molecule at a distorted geometry, from the OMol25 dataset.

```
10
Properties=species:S:1:pos:R:3:forces:R:3
O 1.513 -0.918 -0.197 0.60 1.92 0.27
C 1.321 0.492 0.244 0.54 -1.73 -2.78
C -0.094 1.057 -0.235 1.35 0.63 0.43
S -1.315 -0.351 0.061 1.40 0.44 -0.45
H 0.772 -1.451 0.079 -0.35 -0.18 0.25
H 2.360 0.953 -0.044 -2.52 -0.24 0.13
H 1.210 0.551 1.276 0.34 -0.30 2.08
H -0.053 1.516 -1.294 -0.50 -0.88 1.83
H -0.285 1.778 0.622 -0.21 -0.25 -1.71
H -2.426 0.324 -0.085 -0.64 0.59 -0.06
```
Positions in Å, forces in eV/Å.

Values from the calculation:
net charge	0
molecular weight	78.136	u
energy relative to the best compared isomer or geometry (same formula, charge and spin)	17.2	kcal/mol
SMILES string	OCCS
DFT total energy	-15052.6877	eV

=====

No. 4
The following is a quantum chemistry calculation of a molecular structure, C30H45N2S4SiTl at a distorted geometry, from the OMol25 dataset.

```
83
Properties=species:S:1:pos:R:3:forces:R:3
Tl 0.462 -1.123 -0.334 -0.51 -0.03 0.11
C 0.767 -4.565 1.592 0.04 0.14 -0.12
C 1.308 -3.583 2.610 -0.10 0.16 0.10
S 0.396 -2.007 2.581 0.16 0.00 -0.03
C 1.328 -1.062 3.831 -0.10 0.04 -0.16
C 2.424 -0.152 3.289 0.13 -0.23 -0.06
S 3.668 -1.093 2.357 0.00 0.05 0.01
C 4.076 0.044 1.005 0.09 -0.22 0.30
C 4.553 -0.713 -0.217 -0.14 0.02 -0.15
S 3.288 -1.715 -1.079 -0.45 0.12 0.33
C 3.553 -3.322 -0.258 0.11 0.04 -0.14
C 2.530 -4.365 -0.662 -0.13 0.14 0.00
S 0.823 -4.060 -0.150 -0.09 0.07 -0.16
H 1.307 -5.509 1.670 -0.07 -0.07 0.00
H -0.291 -4.761 1.766 0.01 -0.08 0.06
H 1.168 -4.011 3.605 0.03 0.01 0.00
H 2.360 -3.363 2.465 0.09 -0.11 0.01
H 0.581 -0.453 4.341 0.01 -0.05 0.08
H 1.727 -1.789 4.539 -0.05 0.04 0.05
H 2.004 0.599 2.625 -0.06 0.04 0.06
H 2.918 0.343 4.124 -0.08 0.10 0.03
H 3.187 0.611 0.759 -0.03 0.10 -0.07
H 4.856 0.727 1.338 0.03 0.08 -0.11
H 4.903 -0.004 -0.966 0.09 -0.04 -0.02
H 5.374 -1.389 0.025 0.03 0.02 -0.08
H 4.539 -3.663 -0.579 0.01 0.04 0.00
H 3.570 -3.142 0.811 0.00 -0.07 0.06
H 2.469 -4.444 -1.749 0.07 -0.09 -0.01
H 2.827 -5.337 -0.269 0.01 -0.05 -0.04
C -1.869 -1.168 -0.412 1.36 -0.45 0.36
Si -2.316 0.550 0.121 -0.23 0.43 -0.46
C -1.056 1.674 -0.814 0.05 0.02 0.28
N 0.389 1.448 -0.590 0.04 -0.63 0.08
C 1.242 1.761 -1.763 -0.13 0.26 -0.06
C 1.336 3.260 -2.029 0.13 -0.03 0.14
C 1.881 3.978 -0.794 -0.18 -0.01 0.00
C 1.012 3.666 0.426 0.02 -0.07 -0.15
C 0.874 2.156 0.617 -0.13 0.25 -0.10
C -2.244 0.812 1.962 0.06 -0.19 0.02
C -2.088 2.097 2.496 -0.01 0.05 -0.01
C -2.097 2.310 3.867 -0.02 0.00 0.01
C -2.275 1.238 4.735 0.00 -0.01 -0.03
C -2.454 -0.041 4.225 0.01 -0.02 0.00
C -2.437 -0.250 2.851 -0.03 0.03 -0.03
C -3.984 0.950 -0.601 0.12 0.07 0.27
C -4.208 0.916 -1.981 -0.07 0.05 0.04
C -5.458 1.223 -2.498 0.04 -0.05 -0.05
C -6.499 1.562 -1.640 0.01 0.00 0.03
C -6.289 1.602 -0.269 0.00 -0.04 0.05
C -5.039 1.290 0.252 -0.03 0.06 -0.16
H -2.013 -1.419 -1.463 -0.10 0.03 0.09
H -2.010 -2.032 0.240 -0.21 0.13 -0.09
H -1.323 2.702 -0.540 0.01 -0.04 -0.19
H -1.277 1.560 -1.879 0.02 0.04 0.02
H 0.841 1.233 -2.629 0.00 -0.05 0.06
H 2.247 1.365 -1.564 -0.06 -0.01 0.04
H 0.348 3.652 -2.284 0.03 -0.01 -0.05
H 1.989 3.426 -2.888 -0.07 0.00 -0.01
H 1.906 5.054 -0.965 0.08 0.00 0.00
H 2.911 3.651 -0.609 -0.02 0.04 0.01
H 0.025 4.121 0.300 0.05 0.03 0.04
H 1.447 4.091 1.332 -0.05 0.00 -0.01
H 0.202 1.927 1.443 0.01 -0.07 0.02
H 1.853 1.755 0.857 0.11 0.02 0.02
H -1.974 2.954 1.835 0.00 -0.06 0.06
H -1.986 3.314 4.258 0.01 -0.04 -0.01
H -2.294 1.403 5.806 -0.01 0.00 -0.07
H -2.623 -0.876 4.895 0.02 0.03 -0.01
H -2.596 -1.254 2.469 0.00 0.06 0.06
H -3.404 0.650 -2.665 -0.07 0.02 0.03
H -5.623 1.196 -3.568 -0.01 0.00 0.06
H -7.478 1.792 -2.043 0.06 0.01 0.01
H -7.097 1.873 0.400 0.02 -0.03 -0.06
H -4.882 1.320 1.326 -0.03 0.01 -0.08
C 0.549 -0.555 -6.220 -0.01 -0.04 0.10
C 0.275 -1.869 -5.467 0.07 0.25 -0.15
C 0.347 -1.680 -4.019 -0.03 -0.04 -0.04
N 0.406 -1.498 -2.887 0.15 -0.03 -0.22
H 0.482 -0.738 -7.291 0.00 -0.01 0.02
H 1.547 -0.179 -5.997 -0.02 -0.01 -0.02
H -0.182 0.207 -5.956 0.01 -0.02 -0.02
H 1.003 -2.629 -5.747 0.01 -0.07 0.06
H -0.714 -2.252 -5.713 -0.05 -0.06 0.07
```
Positions in Å, forces in eV/Å.

Values from the calculation:
net charge	+2
molecular weight	794.441	u
energy relative to the best compared isomer or geometry (same formula, charge and spin)	2.5	kcal/mol
DFT total energy	-90719.4512	eV

=====

No. 5
The following is a quantum chemistry calculation of a molecular structure, C32H46N4O5Y at a distorted geometry, from the OMol25 dataset.

```
88
Properties=species:S:1:pos:R:3:forces:R:3
Y 0.002 0.148 0.280 -1.61 0.62 0.11
C -2.563 3.022 -2.742 0.42 -0.09 -0.10
C -1.338 2.143 -3.067 -0.45 0.05 0.03
O -0.434 2.020 -1.985 -0.08 0.18 0.15
C 0.280 3.214 -1.696 0.09 0.17 0.45
C -0.258 3.886 -0.431 0.15 -0.08 -0.62
O -0.143 2.963 0.648 0.05 -0.50 -0.17
C -0.932 3.313 1.775 -0.36 -0.20 0.35
C -2.239 2.526 1.757 0.45 0.40 -0.01
O -1.853 1.174 1.997 0.18 0.07 -0.14
C -2.927 0.300 2.269 -0.13 -0.41 -0.06
C -3.699 -0.071 0.987 0.06 0.09 0.24
O -2.847 0.122 -0.140 0.27 0.01 0.10
C -3.593 0.304 -1.336 -0.12 0.35 -0.35
C -4.157 1.726 -1.502 0.07 -0.37 0.19
O -3.169 2.731 -1.501 0.07 -0.05 0.03
H -3.293 2.940 -3.559 0.09 0.05 0.02
H -2.247 4.068 -2.667 -0.06 -0.09 -0.12
H -0.832 2.572 -3.945 -0.05 -0.10 0.11
H -1.633 1.122 -3.312 0.02 0.06 -0.08
H 0.227 3.911 -2.538 0.01 0.00 0.09
H 1.321 2.920 -1.543 -0.12 0.11 -0.06
H -1.308 4.162 -0.575 0.06 0.00 0.10
H 0.335 4.786 -0.212 -0.14 -0.13 -0.02
H -1.108 4.392 1.812 0.00 -0.08 -0.03
H -0.359 3.008 2.657 -0.14 0.15 -0.03
H -2.724 2.631 0.779 0.00 -0.04 0.11
H -2.914 2.877 2.546 0.09 -0.09 -0.01
H -3.617 0.757 2.991 0.14 -0.10 -0.07
H -2.476 -0.584 2.726 -0.05 0.09 -0.08
H -4.587 0.562 0.890 0.09 -0.08 -0.04
H -4.019 -1.121 1.020 -0.04 0.17 0.05
H -4.419 -0.421 -1.375 0.11 0.06 -0.07
H -2.902 0.102 -2.153 -0.15 -0.12 0.04
H -4.830 1.985 -0.678 0.00 -0.13 -0.15
H -4.733 1.751 -2.436 -0.05 -0.01 0.07
C -0.222 -3.576 -0.883 -0.07 0.05 -0.13
C -1.587 -3.368 -0.219 0.31 0.10 0.24
C -1.443 -3.025 1.264 -0.20 -0.11 -0.14
N -0.514 -1.927 1.503 0.36 0.44 -0.02
C 0.179 -2.021 2.634 0.00 -0.20 -0.23
C -0.222 -2.846 3.710 -0.16 0.14 0.10
C 0.474 -3.353 4.788 0.24 -0.07 -0.04
C 1.837 -3.322 5.032 0.06 -0.09 0.08
C 2.759 -2.564 4.330 -0.25 -0.06 0.20
C 2.516 -1.553 3.421 0.08 0.00 -0.24
C 1.330 -1.117 2.790 -0.21 0.27 0.36
N 1.192 0.084 2.236 0.23 -0.27 0.01
C 2.166 1.099 2.611 0.34 -0.05 -0.05
C 3.322 1.264 1.616 -0.29 0.15 -0.03
C 2.831 1.838 0.284 0.32 -0.17 0.14
N 2.017 0.900 -0.476 0.08 -0.22 -0.06
C 2.601 0.152 -1.412 0.08 0.37 -0.19
C 4.004 0.043 -1.513 -0.05 -0.08 0.24
C 4.836 -0.430 -2.506 -0.12 -0.04 -0.30
C 4.509 -0.833 -3.788 0.12 -0.01 -0.06
C 3.224 -0.979 -4.282 0.25 -0.05 0.14
C 2.019 -0.932 -3.614 -0.22 0.11 -0.07
C 1.669 -0.590 -2.291 -0.18 -0.28 0.05
N 0.455 -0.806 -1.782 0.46 -0.08 0.08
C -0.484 -1.646 -2.515 0.17 -0.12 -0.11
C -0.188 -3.143 -2.348 -0.03 0.17 0.18
H 0.057 -4.629 -0.815 0.08 0.03 0.05
H 0.534 -3.000 -0.337 -0.06 -0.20 -0.09
H -2.180 -4.282 -0.298 -0.10 0.10 -0.04
H -2.147 -2.573 -0.712 -0.09 0.05 -0.06
H -1.079 -3.924 1.777 -0.09 0.08 -0.01
H -2.437 -2.796 1.676 0.02 -0.10 0.07
H -1.274 -3.105 3.705 0.00 0.00 -0.06
H -0.123 -3.924 5.488 -0.03 -0.06 0.03
H 2.208 -3.938 5.839 0.03 -0.02 0.02
H 3.800 -2.714 4.588 0.04 0.04 0.03
H 3.403 -1.018 3.110 0.01 0.07 0.00
H 2.574 0.872 3.606 -0.14 0.13 -0.09
H 1.633 2.054 2.678 0.10 0.00 0.04
H 3.808 0.301 1.446 0.06 0.03 0.04
H 4.053 1.952 2.046 0.06 -0.03 0.02
H 3.683 2.182 -0.316 -0.13 0.02 0.04
H 2.214 2.713 0.512 0.08 -0.05 -0.05
H 4.534 0.368 -0.630 0.01 0.06 0.05
H 5.892 -0.423 -2.264 0.04 0.02 0.02
H 5.326 -1.056 -4.458 0.05 0.00 -0.07
H 3.154 -1.237 -5.331 -0.03 -0.06 -0.05
H 1.181 -1.198 -4.245 0.00 -0.02 0.06
H -0.508 -1.411 -3.586 -0.14 0.09 0.13
H -1.484 -1.437 -2.129 0.00 0.03 -0.07
H 0.804 -3.355 -2.753 -0.03 -0.02 -0.12
H -0.921 -3.709 -2.926 0.00 -0.05 -0.08
```
Positions in Å, forces in eV/Å.

Values from the calculation:
net charge	+1
molecular weight	655.649	u
energy relative to the best compared isomer or geometry (same formula, charge and spin)	17.0	kcal/mol
DFT total energy	-51166.6474	eV

=====

Which value of net charge does entry 3 give?
0

=====

What is the formula in the third record?
C2H6OS

=====

Which of these has the highest molecular weight?
C30H45N2S4SiTl